(1)
A molecular structure, C40H16Cl7F15GeInN9PS at a distorted geometry, computed with wB97M-V/def2-TZVPD.

Cartesian coordinates (Å):
In -0.09748 1.71438 -1.59477
Cl -0.72388 4.31548 0.19803
C 0.87142 4.07018 0.88913
Cl 1.87142 3.18258 -0.25127
H 0.76772 3.46838 1.78983
H 1.32592 5.04158 1.07603
Cl -2.87408 3.11698 -2.02247
C -1.71738 3.93318 -2.97217
C -0.40578 3.50618 -2.85257
C 0.56482 4.15368 -3.59397
Cl 2.18032 3.59868 -3.47467
C 0.24992 5.22968 -4.42027
Cl 1.47972 6.06828 -5.27027
C -1.07528 5.63888 -4.53427
Cl -1.47918 6.94968 -5.56717
C -2.07148 4.98498 -3.81027
Cl -3.70678 5.47458 -3.97447
N 0.35962 -0.19592 -4.40827
C -0.90528 -0.22632 -3.88517
N -1.93018 -0.88222 -4.40827
N -2.94578 -0.63172 -3.59707
N -2.59088 0.13248 -2.63637
N -1.28998 0.42928 -2.77947
C 1.47412 0.02678 -3.64927
N 2.69782 -0.34862 -3.99997
N 3.48022 0.06658 -3.01587
N 2.80272 0.66288 -2.11707
N 1.50992 0.66878 -2.46897
H 0.50532 -0.80372 -5.20027
F -3.93468 1.57498 0.74283
C -4.43488 0.61848 -0.06297
C -3.73728 -0.56922 -0.13457
C -4.26998 -1.58772 -0.90157
F -3.65838 -2.77522 -0.92517
C -5.44358 -1.41122 -1.62257
F -5.94998 -2.40712 -2.35207
C -6.11018 -0.19222 -1.56087
F -7.25268 -0.01592 -2.23037
C -5.61208 0.83208 -0.75957
F -6.27268 1.99138 -0.65917
Ge -2.03768 -0.61112 0.90753
S -0.55388 0.94858 0.73753
C -1.30148 -2.48322 0.73613
C -1.09868 -3.36912 1.77693
F -1.38258 -2.99212 3.03503
C -0.59328 -4.64622 1.57083
F -0.41998 -5.47922 2.60443
C -0.26828 -5.05912 0.28283
F 0.21722 -6.28502 0.07473
C -0.44328 -4.18152 -0.78397
F -0.12418 -4.56262 -2.02047
C -0.94538 -2.91372 -0.52887
F -1.09368 -2.04502 -1.53337
C -2.70388 -0.57072 2.81233
C -3.70598 -1.46672 3.13673
F -4.20518 -2.23012 2.14703
C -4.18418 -1.62882 4.42823
F -5.14468 -2.52072 4.69993
C -3.64088 -0.85462 5.44773
F -4.06908 -1.00422 6.70543
C -2.64938 0.07238 5.14913
F -2.12908 0.82428 6.12393
C -2.19478 0.20388 3.83783
F -1.24628 1.10558 3.59233
C 2.16562 -1.64902 -0.37167
P 2.70892 -0.00852 0.31223
C 4.51462 -0.27092 0.13213
C 5.29502 0.73888 -0.41167
C 6.64712 0.53538 -0.62257
C 7.22462 -0.68132 -0.30167
C 6.45132 -1.68802 0.25253
C 5.10432 -1.48042 0.47893
C 2.58332 -0.35552 2.11813
C 1.56662 -1.11732 2.68243
C 1.41412 -1.18312 4.05683
C 2.26382 -0.46982 4.88573
C 3.26382 0.31398 4.33263
C 3.41782 0.37138 2.96293
H 2.21292 -2.45172 0.36633
H 2.80992 -1.88572 -1.21877
H 1.14472 -1.54032 -0.73897
H 4.82792 1.67068 -0.69337
H 7.25082 1.32328 -1.04777
H 8.27342 -0.85342 -0.49387
H 6.89792 -2.63812 0.51183
H 4.50262 -2.27282 0.90423
H 0.87882 -1.65682 2.04223
H 0.62172 -1.78682 4.48283
H 2.13282 -0.51232 5.95813
H 3.91042 0.89538 4.97363
H 4.18262 0.99808 2.52463

Atomic forces in eV per Å
In -0.5722 0.2663 0.4330
Cl -0.3636 0.5463 0.3581
C -0.1565 0.1479 0.2912
Cl 0.7819 0.3059 0.1398
H 0.0309 0.0855 -0.0638
H -0.0161 -0.2033 0.0112
Cl -0.8187 0.0453 0.2945
C 0.5002 0.3330 -0.3580
C 0.1144 -0.3828 0.2409
C -0.4154 0.0517 0.0742
Cl 0.5835 0.0426 -0.2740
C -0.0504 0.0201 0.0823
Cl 0.1935 0.0647 -0.1526
C 0.0357 -0.1216 0.1034
Cl -0.0611 0.0992 -0.0642
C 0.0276 -0.0354 -0.0484
Cl -0.2062 0.0115 0.0668
N 0.1254 -0.2134 -0.4986
C -0.9540 0.1188 0.4355
N 1.0762 -0.1948 -0.6582
N -0.7027 -0.0324 0.2306
N -0.2660 0.2730 0.2405
N 0.0344 -0.6983 -0.9499
C 0.6826 0.1930 0.4835
N -0.7510 -0.3762 -0.7250
N 0.6170 0.0454 0.0397
N 0.4088 0.6561 -0.0400
N -0.0143 -0.7095 -0.9097
H 0.0068 0.0408 0.0131
F -0.2970 0.2939 -0.1919
C 0.0091 -0.3048 0.0314
C 0.3646 0.1459 0.2663
C -0.1598 0.3583 0.2516
F -0.2569 -0.1401 -0.3011
C 0.1045 0.0113 0.1146
F 0.0218 0.0839 0.0117
C 0.2289 0.0186 0.2133
F 0.1881 -0.0389 0.0755
C 0.0863 -0.0732 -0.0183
F 0.0102 -0.0650 -0.0495
Ge -0.7311 -0.8158 0.4412
S 0.1302 0.1654 -0.5224
C 0.0273 0.4637 -0.0506
C -0.0142 0.0463 -0.1811
F 0.1876 -0.3891 0.0344
C -0.0128 0.0050 -0.0144
F 0.0129 0.0342 -0.1177
C -0.0991 0.2863 0.0676
F -0.0814 0.2032 0.0307
C -0.0575 0.0745 0.1238
F 0.0120 0.0139 0.0688
C 0.0009 -0.1325 0.2382
F 0.1283 -0.2800 -0.2048
C 0.1519 0.0893 -0.4576
C 0.0124 0.1840 0.0586
F -0.1176 -0.2181 0.4168
C 0.0001 0.0049 -0.1682
F 0.0912 0.0866 0.0256
C 0.1218 0.0405 -0.2216
F 0.0541 0.0580 -0.2184
C 0.0028 -0.0992 -0.1532
F -0.0452 -0.0259 0.0002
C -0.2674 -0.1623 0.1088
F 0.0634 0.0626 0.3035
C -0.1762 0.3244 -0.0927
P -0.0145 -0.6978 0.9818
C -0.1589 0.1172 0.0472
C -0.0114 -0.0992 0.1054
C 0.1785 0.0574 0.0011
C 0.0664 0.0363 -0.0386
C 0.0662 -0.1450 0.1095
C 0.0532 0.0199 -0.0938
C -0.0092 0.0982 -0.2500
C 0.0265 -0.0781 -0.0901
C -0.1070 -0.0654 0.1611
C -0.1163 -0.0493 0.1521
C 0.0220 0.0775 0.1495
C -0.0452 -0.0035 -0.0323
H 0.0045 0.0274 -0.0481
H -0.0552 -0.0504 0.0066
H 0.0479 -0.0876 0.0317
H -0.0311 0.0970 -0.0637
H 0.0624 0.0750 -0.0800
H 0.1162 0.0165 0.0040
H 0.0567 -0.0620 -0.0034
H -0.0227 -0.0211 0.0608
H 0.0636 -0.0145 0.0048
H -0.0240 -0.0137 0.0039
H 0.0130 -0.0049 0.0655
H 0.1031 0.0293 0.0768
H 0.1506 0.0513 0.0230

Calculated values
LUMO level	1.931	eV
HOMO-LUMO gap	7.5337	eV
charge	-1
energy relative to the best compared isomer or geometry (same formula, charge and spin)	24.9	kcal/mol

(2)
A molecular structure, C31H28F12N3O3PSTeTi, computed with wB97M-V/def2-TZVPD.

Cartesian coordinates (Å):
Ti -0.50603 -0.03770 -2.12051
C 1.19668 -6.68084 -1.99579
Te 0.95396 -4.81282 -3.01757
C 2.37847 -3.82513 -1.78587
H 1.03368 -6.53703 -0.92980
H 2.19123 -7.08643 -2.17504
H 0.45340 -7.37617 -2.38616
H 3.36383 -4.26241 -1.93573
H 2.07208 -3.93268 -0.74686
H 2.37940 -2.78741 -2.11326
F -0.26318 2.06502 -1.83886
C -0.13472 3.80472 -2.13821
F -1.46997 4.04879 -2.10889
F 0.12389 3.70278 -3.45326
S 1.04604 -0.58922 -4.28165
O 1.36527 0.31995 -3.05532
O 1.94159 -1.75618 -4.25211
O -0.37698 -1.09827 -3.72725
F 6.21782 4.23669 1.26173
C 5.25272 4.64319 0.40263
F 4.88180 5.87465 0.82971
F 5.84796 4.81538 -0.78944
C 4.09938 3.69040 0.35814
C 3.64043 3.17608 -0.83961
C 2.55555 2.30290 -0.85008
C 1.93759 1.95399 0.34574
C 2.41619 2.47816 1.54901
C 3.48946 3.34429 1.56114
P 0.53100 0.77421 0.29855
C 1.07688 -0.39721 1.60074
C 0.73449 -0.33011 2.94796
C 1.22203 -1.26821 3.84346
C 2.05013 -2.28744 3.39514
C 2.38968 -2.37755 2.05321
C 1.90515 -1.43185 1.16459
C 2.53894 -3.29819 4.38768
F 1.54604 -4.06308 4.88042
F 3.10657 -2.69400 5.46779
F 3.46501 -4.12598 3.88472
C -0.80011 1.71291 1.11950
C -1.87603 1.00733 1.66110
C -2.96381 1.67772 2.18750
C -2.99420 3.06758 2.15310
C -1.94510 3.77862 1.59009
C -0.84823 3.10121 1.07798
C -4.14421 3.80841 2.75715
F -3.88713 4.19712 4.03375
F -5.27114 3.07183 2.81545
F -4.44976 4.93630 2.08516
H 4.11727 3.44994 -1.77030
H 2.19335 1.89246 -1.78343
H 1.94074 2.20240 2.48301
H 3.85981 3.74972 2.49456
H 0.07624 0.45298 3.30384
H 0.95282 -1.21123 4.89098
H 3.00222 -3.19571 1.70038
H 2.15048 -1.51340 0.11106
H -1.87284 -0.07668 1.64162
H -3.79943 1.12350 2.59341
H -1.99119 4.85751 1.52543
H -0.05799 3.65710 0.58876
C -4.30942 0.26799 -3.50966
C -3.63033 -0.35181 -2.27866
C -3.42283 -1.84529 -2.54205
C -4.56291 -0.19007 -1.06780
C -2.33978 0.39539 -1.99425
H -5.26768 -0.22247 -3.72133
H -3.66442 0.16126 -4.38401
H -4.49241 1.33429 -3.35325
H -4.37150 -2.31789 -2.82102
H -3.04335 -2.35099 -1.65360
H -2.70217 -2.00212 -3.34604
H -5.52393 -0.69025 -1.24083
H -4.75380 0.86710 -0.86312
H -4.10327 -0.62821 -0.17863
H -2.53819 1.46579 -1.86029
N -0.55627 -1.76087 -0.91208
C -0.66608 -2.67755 -0.20416
N -0.91344 -3.63374 0.62129
C 0.02778 -4.47710 0.98681
N 0.78879 -5.26638 1.37148

Atomic forces in eV per Å
Ti -0.1315 0.5509 -0.1507
C -0.0207 -0.0283 -0.0047
Te 0.0257 0.0492 -0.0300
C 0.0195 -0.0110 -0.0019
H 0.0087 0.0031 0.0070
H -0.0050 0.0109 0.0107
H 0.0044 0.0026 0.0055
H -0.0075 0.0027 -0.0035
H 0.0176 0.0225 -0.0051
H -0.0122 0.0024 -0.0023
F 0.0411 -0.2713 0.0315
C -0.0925 0.1531 -0.1170
F 0.1349 -0.0244 -0.0401
F -0.0399 0.0517 0.0946
S -0.0205 -0.0944 0.1239
O 0.0191 -0.0808 -0.0541
O 0.0236 -0.0409 -0.0226
O 0.0906 0.0387 -0.1053
F -0.0035 0.0006 -0.0077
C -0.0131 0.0248 0.0119
F 0.0119 -0.0237 -0.0119
F 0.0002 0.0017 -0.0041
C 0.0412 0.0361 0.0254
C -0.0424 -0.0578 -0.0325
C 0.0065 0.0195 0.0994
C 0.0642 -0.0077 -0.0765
C -0.0734 -0.0459 -0.0266
C 0.0138 0.0190 0.0199
P 0.0090 0.0646 0.0583
C 0.0245 -0.0422 -0.0463
C 0.0203 -0.0003 0.0600
C -0.0363 0.0158 -0.0062
C -0.0019 -0.0209 -0.0330
C 0.0433 -0.0230 0.0511
C -0.0299 0.0237 0.0077
C 0.0127 -0.0033 0.0109
F 0.0066 0.0239 -0.0033
F -0.0100 -0.0186 -0.0223
F -0.0018 0.0071 0.0041
C -0.0197 -0.0425 0.0631
C -0.0007 0.0071 -0.0484
C -0.0169 0.0118 0.0005
C 0.0033 0.0046 -0.0024
C -0.0059 -0.0394 -0.0008
C -0.0264 0.0447 -0.0487
C -0.0124 -0.0043 0.0046
F -0.0056 -0.0017 -0.0057
F 0.0144 0.0083 -0.0033
F 0.0058 -0.0070 0.0076
H -0.0039 -0.0023 -0.0028
H -0.0296 -0.0202 -0.0461
H 0.0078 -0.0006 0.0043
H -0.0021 -0.0019 0.0024
H 0.0346 -0.0075 0.0034
H 0.0038 -0.0026 0.0027
H -0.0185 0.0087 0.0032
H -0.0032 0.0087 0.0088
H -0.0089 0.0072 -0.0070
H 0.0036 0.0057 0.0054
H 0.0035 0.0103 0.0075
H -0.0048 -0.0084 0.0113
C 0.0026 0.0043 -0.0101
C -0.0679 0.0849 0.0105
C 0.0280 0.0042 0.0171
C -0.0053 -0.0141 -0.0135
C 0.0205 -0.1854 0.1111
H -0.0045 -0.0016 0.0012
H 0.0030 0.0015 0.0018
H 0.0054 -0.0039 0.0028
H -0.0044 -0.0011 -0.0070
H 0.0141 0.0041 0.0020
H 0.0051 -0.0052 -0.0077
H 0.0017 0.0041 0.0008
H 0.0022 -0.0013 -0.0042
H 0.0028 -0.0005 0.0014
H 0.0131 -0.0116 0.0268
N -0.0690 -0.1432 0.0302
C 0.0555 0.0411 -0.0027
N -0.0185 -0.0185 0.0767
C -0.0180 -0.0831 -0.0250
N 0.0181 0.0162 0.0141

Calculated values
LUMO level	3.951	eV
HOMO-LUMO gap	5.8699	eV
charge	-2
energy relative to the best compared isomer or geometry (same formula, charge and spin)	0.0	kcal/mol